Entry 1:
The following is a quantum chemistry calculation of a molecular structure, C30H28Cl2IN4O7RuS, from OMol25.

```
74
Properties=species:S:1:pos:R:3
Ru -0.33 -0.10 -1.22
Cl 2.75 5.84 2.73
C 2.28 4.36 1.96
C 2.94 3.93 0.82
C 2.55 2.76 0.21
Cl 3.44 2.26 -1.20
C 1.48 1.95 0.67
O 1.13 0.89 0.01
C 0.88 2.39 1.88
C -0.17 1.67 2.62
O -0.60 0.55 2.42
C 1.27 3.59 2.49
H 3.75 4.51 0.40
H -0.60 2.28 3.44
H 0.76 3.91 3.39
O -2.53 7.04 1.65
C -1.53 6.43 0.94
O -0.58 7.07 0.59
C -1.70 4.98 0.65
C -0.93 4.43 -0.36
C -1.03 3.09 -0.67
C -1.89 2.24 0.04
C -2.65 2.80 1.07
C -2.56 4.15 1.36
N -1.94 0.89 -0.29
C -3.01 0.13 0.02
C -3.10 -1.20 -0.44
C -4.20 -2.04 -0.16
C -4.20 -3.32 -0.64
C -3.12 -3.78 -1.40
C -2.08 -2.91 -1.65
N -2.07 -1.66 -1.20
H -3.27 6.44 1.74
H -0.24 5.07 -0.90
H -0.40 2.69 -1.46
H -3.28 2.17 1.68
H -3.14 4.52 2.20
H -3.85 0.56 0.55
H -5.01 -1.66 0.44
H -5.04 -3.98 -0.43
H -3.08 -4.78 -1.79
H -1.20 -3.22 -2.21
O -0.04 -1.52 0.47
S 1.00 -1.51 1.59
C 0.11 -2.17 3.03
C 0.46 -3.64 3.18
C 1.89 -3.79 2.68
C 1.91 -3.07 1.34
H -0.94 -1.95 2.83
H 0.42 -1.57 3.89
H -0.21 -4.25 2.57
H 0.35 -3.97 4.22
H 2.19 -4.83 2.56
H 2.59 -3.33 3.38
H 1.35 -3.60 0.58
H 2.91 -2.83 0.96
C 3.29 -4.56 -2.81
N 2.83 -3.18 -2.79
C 3.53 -2.18 -3.38
C 3.09 -0.91 -3.39
C 1.84 -0.66 -2.75
O 1.28 0.47 -2.70
N 1.16 -1.65 -2.14
C 1.59 -2.94 -2.15
O 1.00 -3.89 -1.66
H 4.26 -4.59 -3.32
H 2.58 -5.19 -3.34
H 3.40 -4.94 -1.80
H 4.47 -2.47 -3.83
H 3.65 -0.10 -3.85
I -1.17 -0.75 -4.57
C -1.36 0.54 -2.90
H -2.42 0.63 -2.69
H -0.91 1.48 -3.18
```

Results
Spin multiplicity = 6
Expectation value of S² = 8.82
HOMO energy (alpha / beta) = -6.20 / -7.82 eV
Energy above the lowest of the compared OMol25 structures with the same formula, charge and spin = 8.9 kcal per mole
Lowest unoccupied orbital energy (alpha / beta) = -0.5 / -1.8 eV
Energy = -98418.4208 eV
Charge = 0
Largest force on an atom = 0.7 eV/A
Molecular weight = 887.522 g mol⁻¹
HOMO-LUMO gap (alpha / beta) = 5.73 / 6.06 eV

Löwdin atomic charge list, values in e, 4 entries: Ru 1.623; Cl 0.668; C -0.669; C -0.122

Entry 2:
The following is a quantum chemistry calculation of C4H5F3O in the gas phase at a distorted geometry, from OMol25.

```
13
Properties=species:S:1:pos:R:3
C 0.14 -0.57 0.99
C -0.78 0.66 0.68
C 0.52 0.66 -1.05
C 0.86 -0.68 -0.45
O -2.09 0.72 0.40
F 1.49 1.57 -1.03
F 2.13 -1.08 -0.33
F 0.26 -1.85 -1.16
H 0.95 -0.26 1.54
H -0.40 -1.39 1.26
H -0.54 1.55 1.28
H -0.06 0.58 -1.93
H -2.48 0.09 -0.21
```

Results
Spin multiplicity = 1
HOMO energy = -8.57 eV
Energy above the lowest of the compared OMol25 structures with the same formula, charge and spin = 59.1 kcal per mole
Lowest unoccupied orbital energy = 0.6 eV
Energy = -14425.4835 eV
Charge = 0
Largest force on an atom = 5.5 eV/A
Molecular weight = 126.077 g mol⁻¹
HOMO-LUMO gap = 9.21 eV

natural (NBO) atomic charge list, values in e, 4 entries: C -0.499; C 0.183; C 0.077; C 0.656

Entry 3:
The following is a quantum chemistry calculation of 2 unconnected molecules or ions with the total composition C5H10O, from OMol25.

```
16
Properties=species:S:1:pos:R:3
C 0.25 -1.68 0.48
C -0.29 -0.59 -0.46
C -1.45 0.22 0.00
C -0.76 1.06 1.05
C -0.22 0.94 -0.33
O 2.37 0.99 -1.14
H -0.60 -2.35 0.68
H 0.59 -1.31 1.44
H 1.04 -2.30 0.05
H 1.72 0.40 -0.72
H -0.33 -0.93 -1.50
H -2.43 0.32 -0.44
H -1.24 2.00 1.31
H -0.19 0.60 1.86
H -0.06 1.75 -1.03
H 1.93 1.24 -1.96
```

Results
Spin multiplicity = 1
Structure (SMILES) = C[C@H]1[C@H]2C[C@@H]12.O
HOMO energy = -9.58 eV
Energy above the lowest of the compared OMol25 structures with the same formula, charge and spin = 61.8 kcal per mole
Lowest unoccupied orbital energy = 1.0 eV
Energy = -7392.0836 eV
Charge = 0
Largest force on an atom = 0.5 eV/A
Molecular weight = 86.134 g mol⁻¹
HOMO-LUMO gap = 10.55 eV

natural (NBO) atomic charge list, values in e, 4 entries: C -0.627; C -0.224; C -0.245; C -0.396

- What is the spin multiplicity in the first record?
  6

- What is the formula in the third record?
  C5H10O

Please write out number 2 again, unchanged.
The following is a quantum chemistry calculation of C4H5F3O in the gas phase at a distorted geometry, from OMol25.

```
13
Properties=species:S:1:pos:R:3
C 0.14 -0.57 0.99
C -0.78 0.66 0.68
C 0.52 0.66 -1.05
C 0.86 -0.68 -0.45
O -2.09 0.72 0.40
F 1.49 1.57 -1.03
F 2.13 -1.08 -0.33
F 0.26 -1.85 -1.16
H 0.95 -0.26 1.54
H -0.40 -1.39 1.26
H -0.54 1.55 1.28
H -0.06 0.58 -1.93
H -2.48 0.09 -0.21
```

Results
Spin multiplicity = 1
HOMO energy = -8.57 eV
Energy above the lowest of the compared OMol25 structures with the same formula, charge and spin = 59.1 kcal per mole
Lowest unoccupied orbital energy = 0.6 eV
Energy = -14425.4835 eV
Charge = 0
Largest force on an atom = 5.5 eV/A
Molecular weight = 126.077 g mol⁻¹
HOMO-LUMO gap = 9.21 eV

natural (NBO) atomic charge list, values in e, 4 entries: C -0.499; C 0.183; C 0.077; C 0.656